Entry 1:
Formula: C44H66ClCoFN3O5PSbSi3
Source: the Open Molecules 2025 dataset
Level of theory: ωB97M-V with the def2-TZVPD basis set

The molar mass comes out at 1067.4 g/mol. The LUMO energy (alpha / beta) comes out at 2.18 / 2.18 eV. The calculation puts the HOMO energy (alpha / beta) at -4.028 / -4.460 eV. For the HOMO-LUMO gap (alpha / beta), the calculation gives 6.211 / 6.642 eV.

The geometry in ORCA input format:
```
! RIJCOSX wB97M-V def2-TZVPD def2/J DEFGRID3
* xyz -1 4
Co 0.50 -0.11 -0.14
C 5.47 -1.11 5.50
C 4.31 -0.17 5.82
C 3.66 -0.58 7.13
C 2.55 0.39 7.50
C 1.58 0.50 6.35
C 0.26 0.85 6.59
C -0.64 0.89 5.54
F -1.92 1.23 5.81
C -0.28 0.57 4.27
C 1.04 0.21 4.00
C 1.42 -0.19 2.66
O 0.53 -0.46 1.82
C 2.81 -0.34 2.42
C 3.67 -0.30 3.46
N 3.30 -0.15 4.76
C 1.99 0.19 5.04
C 3.38 -0.50 1.02
O 4.59 -0.70 0.93
O 2.57 -0.38 0.05
H 6.06 -1.26 6.40
H 6.13 -0.71 4.73
H 5.10 -2.08 5.16
H 4.71 0.85 5.94
H 4.41 -0.63 7.91
H 3.23 -1.58 7.01
H 2.97 1.37 7.74
H 2.02 0.04 8.39
H -0.05 1.10 7.60
H -1.00 0.60 3.46
H 4.73 -0.41 3.25
C -0.87 1.16 -4.61
Sb -0.40 1.83 -2.56
C 0.86 0.06 -2.16
C 0.45 -1.08 -2.95
C -0.88 -1.57 -2.98
C -1.21 -2.66 -3.75
C -0.22 -3.29 -4.51
C 1.05 -2.76 -4.44
N 1.38 -1.70 -3.71
Si 2.65 0.57 -2.62
C 4.14 -0.61 -2.65
C 3.28 2.11 -1.71
C 2.56 1.25 -4.42
C -2.63 1.73 -1.81
C -2.82 0.97 -0.53
C -4.03 1.16 0.17
C -4.32 0.45 1.32
C -3.38 -0.46 1.78
C -2.21 -0.57 1.06
N -1.90 0.11 -0.05
Si -2.90 3.60 -1.41
C -2.15 3.95 0.28
C -4.69 4.25 -1.23
C -2.26 4.74 -2.78
Si -3.94 1.14 -3.07
C -3.95 2.28 -4.59
C -3.86 -0.67 -3.62
C -5.75 1.16 -2.45
H -0.06 0.52 -4.95
H -0.90 2.05 -5.24
H -1.81 0.62 -4.72
H -1.62 -1.03 -2.40
H -2.23 -3.04 -3.78
H -0.44 -4.15 -5.13
H 1.86 -3.20 -5.03
H 4.47 -0.84 -1.64
H 4.96 -0.10 -3.18
H 3.92 -1.54 -3.18
H 3.27 1.96 -0.63
H 2.69 3.00 -1.96
H 4.32 2.30 -2.01
H 2.13 0.53 -5.11
H 3.56 1.51 -4.78
H 1.95 2.17 -4.46
H -4.75 1.86 -0.22
H -5.26 0.61 1.83
H -3.54 -1.05 2.67
H -1.45 -1.25 1.43
H -2.86 3.68 1.07
H -1.90 5.01 0.39
H -1.24 3.36 0.44
H -5.18 3.92 -0.31
H -5.33 4.01 -2.08
H -4.62 5.34 -1.18
H -1.29 4.44 -3.18
H -2.16 5.75 -2.37
H -2.98 4.79 -3.60
H -2.97 2.74 -4.75
H -4.68 3.07 -4.47
H -4.21 1.71 -5.48
H -2.99 -0.92 -4.22
H -4.75 -0.88 -4.22
H -3.88 -1.35 -2.76
H -6.09 2.12 -2.07
H -5.91 0.41 -1.67
H -6.40 0.89 -3.29
Cl 1.03 5.05 -0.28
C 1.74 4.06 1.00
C 1.33 2.56 1.11
O 1.78 2.04 2.13
O 0.58 2.02 0.24
H 1.49 4.54 1.95
H 2.82 4.08 0.87
C 2.53 -3.56 -1.12
C 1.06 -3.99 -1.12
P 0.00 -2.90 -0.05
C -1.72 -3.52 -0.45
C -1.87 -4.99 -0.85
C 0.13 -3.80 1.58
C 1.50 -3.80 2.25
H 3.06 -4.06 -1.93
H 3.03 -3.80 -0.19
H 2.62 -2.48 -1.27
H 0.95 -5.03 -0.79
H 0.66 -3.91 -2.13
H -2.11 -2.89 -1.25
H -2.32 -3.32 0.44
H -1.38 -5.19 -1.80
H -2.93 -5.23 -0.96
H -1.46 -5.66 -0.10
H -0.19 -4.83 1.41
H -0.60 -3.33 2.25
H 2.21 -4.42 1.70
H 1.43 -4.19 3.26
H 1.91 -2.79 2.29
*
```

***

Entry 2:
Formula: C41H110F6NO20S2
Source: the Open Molecules 2025 dataset
Level of theory: ωB97M-V with the def2-TZVPD basis set

The molar mass comes out at 1115.4 g/mol. The LUMO energy comes out at 1.80 eV. The calculation puts the HOMO energy at -7.816 eV. For the HOMO-LUMO gap, the calculation gives 9.621 eV.

The geometry in ORCA input format:
```
! RIJCOSX wB97M-V def2-TZVPD def2/J DEFGRID3
* xyz -1 1
C -1.14 -0.39 -1.79
F -1.29 0.43 -2.81
F -1.98 -0.15 -0.80
F -1.37 -1.61 -2.27
S 0.63 -0.17 -1.16
O 1.45 -0.89 -2.11
O 0.85 1.27 -1.15
N 0.58 -0.96 0.37
S 1.51 -0.04 1.27
O 2.89 0.00 0.82
O 0.92 1.22 1.66
C 1.59 -1.05 2.86
F 2.00 -2.28 2.58
F 2.33 -0.41 3.74
F 0.36 -1.12 3.38
O -1.84 -2.15 1.15
H -2.54 -1.51 0.97
H -1.00 -1.68 0.92
O 3.69 -2.32 -2.92
H 3.41 -3.15 -2.46
H 3.14 -1.61 -2.53
O 0.50 -3.65 -0.30
H 0.62 -2.77 0.13
H -0.40 -3.91 -0.08
C 5.38 1.15 -0.86
C 6.31 1.63 0.25
C 6.10 0.78 1.50
O 7.66 1.43 -0.16
H 4.32 1.35 -0.68
H 5.47 0.08 -1.08
H 5.65 1.56 -1.84
H 6.18 2.71 0.37
H 6.91 0.91 2.22
H 6.11 -0.26 1.16
H 5.12 0.89 1.97
H 7.74 0.58 -0.60
C -0.68 -4.60 5.51
C -0.95 -4.33 4.04
C -1.59 -5.50 3.31
O -1.75 -3.18 3.94
H -1.57 -4.80 6.13
H -0.22 -3.72 5.98
H 0.03 -5.40 5.70
H 0.03 -4.12 3.59
H -1.72 -5.24 2.25
H -2.53 -5.75 3.80
H -1.00 -6.42 3.33
H -1.80 -2.88 3.02
C 1.12 2.08 -4.61
C 2.27 3.08 -4.58
C 2.97 3.01 -3.23
O 3.20 2.77 -5.61
H 0.40 2.35 -3.82
H 1.44 1.05 -4.45
H 0.59 2.10 -5.57
H 1.84 4.09 -4.62
H 3.96 3.46 -3.26
H 3.10 2.00 -2.86
H 2.33 3.57 -2.54
H 2.69 2.80 -6.43
C -2.86 0.75 6.81
C -2.09 -0.32 6.06
C -0.70 -0.58 6.61
O -2.84 -1.51 5.97
H -2.41 1.74 6.80
H -3.12 0.44 7.83
H -3.84 0.90 6.34
H -2.00 0.11 5.05
H -0.13 0.34 6.76
H -0.14 -1.22 5.92
H -0.71 -1.06 7.59
H -2.38 -2.16 5.42
C -4.11 0.06 2.57
C -3.56 1.46 2.79
C -2.14 1.64 2.33
O -4.44 2.40 2.11
H -3.62 -0.67 3.20
H -4.06 -0.20 1.51
H -5.17 0.02 2.84
H -3.67 1.74 3.84
H -1.99 1.27 1.32
H -1.41 1.07 2.91
H -1.87 2.70 2.37
H -4.45 3.19 2.66
C -3.56 6.15 -0.68
C -2.96 5.39 -1.84
C -1.87 4.42 -1.40
O -3.98 4.59 -2.47
H -4.33 6.84 -1.05
H -2.83 6.83 -0.23
H -4.01 5.52 0.08
H -2.58 6.09 -2.59
H -2.11 3.96 -0.43
H -0.93 4.96 -1.25
H -1.74 3.61 -2.11
H -4.28 3.94 -1.80
C -7.30 1.93 -0.87
C -5.82 1.61 -0.90
C -5.37 1.07 -2.26
O -5.08 2.78 -0.56
H -7.51 2.96 -1.17
H -7.74 1.97 0.13
H -7.84 1.32 -1.59
H -5.52 0.82 -0.20
H -5.94 0.18 -2.53
H -4.30 0.85 -2.29
H -5.56 1.81 -3.04
H -4.82 2.70 0.38
C -3.67 5.22 -6.87
C -3.63 3.92 -6.12
C -2.35 3.62 -5.37
O -4.74 3.96 -5.19
H -3.43 6.06 -6.20
H -4.62 5.49 -7.32
H -2.88 5.18 -7.64
H -3.78 3.09 -6.82
H -2.52 2.74 -4.75
H -2.05 4.49 -4.77
H -1.55 3.38 -6.07
H -4.36 4.19 -4.33
C 4.59 4.89 2.38
C 3.77 5.02 1.10
C 2.70 3.94 0.99
O 3.23 6.35 1.08
H 5.02 3.89 2.51
H 3.98 5.06 3.27
H 5.38 5.63 2.43
H 4.43 5.04 0.23
H 2.54 3.85 -0.09
H 1.72 4.18 1.41
H 3.04 2.96 1.30
H 2.60 6.44 1.81
C 4.87 -5.79 -0.75
C 3.93 -4.68 -0.25
C 4.65 -3.45 0.27
O 3.05 -4.46 -1.35
H 5.52 -5.41 -1.54
H 4.32 -6.63 -1.18
H 5.46 -6.15 0.09
H 3.36 -5.15 0.56
H 3.91 -2.73 0.60
H 5.33 -3.02 -0.47
H 5.34 -3.65 1.10
H 2.14 -4.36 -1.01
C 0.18 -1.67 -5.75
C 0.16 -3.08 -5.19
C -1.19 -3.75 -5.41
O 1.19 -3.89 -5.75
H 1.13 -1.15 -5.63
H -0.54 -1.05 -5.22
H -0.13 -1.66 -6.80
H 0.32 -3.06 -4.10
H -2.03 -3.22 -4.94
H -1.29 -4.72 -4.90
H -1.37 -3.96 -6.47
H 2.00 -3.38 -5.66
C -1.87 -5.21 -1.78
C -3.39 -5.29 -1.96
C -3.86 -4.70 -3.27
O -3.79 -6.67 -1.93
H -1.51 -4.22 -1.53
H -1.36 -5.51 -2.70
H -1.63 -5.82 -0.91
H -3.88 -4.81 -1.10
H -3.44 -5.21 -4.13
H -3.61 -3.64 -3.40
H -4.94 -4.80 -3.36
H -4.53 -6.75 -1.33
C 5.23 -1.43 4.94
C 4.67 -0.38 5.90
C 3.66 -0.92 6.90
O 5.70 0.31 6.62
H 4.42 -1.95 4.44
H 5.76 -2.16 5.56
H 5.95 -1.05 4.22
H 4.11 0.37 5.34
H 2.96 -1.56 6.36
H 3.10 -0.04 7.23
H 4.06 -1.45 7.77
H 6.13 -0.36 7.17
*
```

***

Entry 3:
Formula: CH4NO
Source: the Open Molecules 2025 dataset
Level of theory: ωB97M-V with the def2-TZVPD basis set

As for the SMILES: NC[O-]. The molar mass comes out at 46.0 g/mol. The energy relative to the best compared isomer or geometry (same formula, charge and spin) comes out at 0.103 eV. The LUMO energy comes out at 5.35 eV. The calculation puts the HOMO energy at -2.176 eV. For the HOMO-LUMO gap, the calculation gives 7.522 eV.

The geometry in ORCA input format:
```
! RIJCOSX wB97M-V def2-TZVPD def2/J DEFGRID3
* xyz -1 1
N -0.27 0.13 0.91
C 0.04 0.10 -0.59
O 1.29 -0.18 -0.86
H -0.68 -0.76 1.16
H 0.67 0.16 1.30
H -0.78 -0.57 -0.98
H -0.27 1.12 -0.95
*
```

***

Entry 4:
Formula: C2H4NOP
Source: the Open Molecules 2025 dataset
Level of theory: ωB97M-V with the def2-TZVPD basis set

As for the SMILES: C1=NOPC1. The molar mass comes out at 89.0 g/mol. The energy relative to the best compared isomer or geometry (same formula, charge and spin) comes out at 2.064 eV. The LUMO energy comes out at 0.66 eV. The calculation puts the HOMO energy at -9.571 eV. For the HOMO-LUMO gap, the calculation gives 10.234 eV.

The geometry in ORCA input format:
```
! RIJCOSX wB97M-V def2-TZVPD def2/J DEFGRID3
* xyz 0 1
C -0.21 0.36 -1.06
N 0.86 1.03 -1.03
O 1.64 0.74 0.11
P 0.99 -0.30 1.31
C -0.56 -0.64 0.08
H -0.83 0.64 -1.93
H 0.09 0.53 2.19
H -1.55 -0.78 0.67
H -0.43 -1.58 -0.33
*
```

***

Entry 5:
Formula: C13H36BNO7PS
Source: the Open Molecules 2025 dataset
Level of theory: ωB97M-V with the def2-TZVPD basis set

The molar mass comes out at 392.3 g/mol. The energy relative to the best compared isomer or geometry (same formula, charge and spin) comes out at 0.000 eV. The LUMO energy comes out at -3.18 eV. The calculation puts the HOMO energy at -12.269 eV. For the HOMO-LUMO gap, the calculation gives 9.092 eV.

The geometry in ORCA input format:
```
! RIJCOSX wB97M-V def2-TZVPD def2/J DEFGRID3
* xyz 1 1
C 2.59 -1.99 1.49
C 2.49 -0.64 0.81
O 2.27 -0.88 -0.61
P 2.27 0.33 -1.61
O 3.38 0.27 -2.54
C 2.37 1.96 -0.78
C 1.29 2.41 0.20
S -0.38 2.17 -0.44
N -1.16 3.65 -0.26
C -1.22 1.13 0.78
B -1.61 -0.22 0.00
O -2.80 -0.26 -0.64
O -0.77 -1.25 -0.05
O 0.88 0.18 -2.35
C 0.78 0.89 -3.61
C 1.18 0.02 -4.79
H 2.07 -2.69 0.85
H 3.62 -2.31 1.59
H 2.07 -1.98 2.43
H 1.61 -0.16 1.20
H 3.39 -0.06 0.98
H 2.50 2.72 -1.54
H 3.30 1.93 -0.24
H 1.39 3.48 0.35
H 1.38 1.99 1.19
H -0.81 4.32 -0.93
H -2.16 3.52 -0.39
H -0.54 0.97 1.59
H -2.09 1.67 1.12
H -3.14 0.65 -0.69
H -0.70 -1.60 -0.96
H -0.26 1.16 -3.72
H 1.34 1.82 -3.59
H 1.37 -0.97 -4.41
H 2.12 0.36 -5.17
H 0.42 0.02 -5.55
C 1.13 -3.67 5.66
C 2.58 -3.24 5.54
C 3.23 -3.07 6.91
O 2.68 -2.02 4.79
H 0.55 -2.91 6.19
H 0.68 -3.79 4.67
H 1.04 -4.61 6.20
H 3.14 -3.99 4.97
H 2.71 -2.29 7.47
H 4.27 -2.76 6.80
H 3.20 -3.99 7.48
H 2.20 -1.35 5.28
C -4.10 0.07 -3.54
C -4.86 1.25 -2.96
C -5.49 2.12 -4.03
O -3.94 2.04 -2.16
H -3.28 0.42 -4.18
H -3.66 -0.51 -2.73
H -4.72 -0.59 -4.14
H -5.63 0.89 -2.28
H -4.72 2.53 -4.70
H -6.01 2.96 -3.58
H -6.20 1.55 -4.63
H -3.26 2.36 -2.77
*
```

***

Entry 6:
Formula: C28H58F3N7O3P
Source: the Open Molecules 2025 dataset
Level of theory: ωB97M-V with the def2-TZVPD basis set

The molar mass comes out at 628.8 g/mol. The energy relative to the best compared isomer or geometry (same formula, charge and spin) comes out at 5.877 eV. The LUMO energy comes out at -3.96 eV. The calculation puts the HOMO energy at -10.927 eV. For the HOMO-LUMO gap, the calculation gives 6.971 eV.

The geometry in ORCA input format:
```
! RIJCOSX wB97M-V def2-TZVPD def2/J DEFGRID3
* xyz 1 1
C -0.50 -3.86 7.13
C -1.31 -3.30 8.42
C -2.06 -1.92 8.11
C -1.05 -0.70 7.78
C -1.89 0.35 6.88
C -0.94 1.50 6.28
C -1.32 1.64 4.70
C -0.47 2.89 4.16
C -0.29 2.89 2.55
C 0.53 4.25 2.21
C 1.31 3.97 0.82
C 0.24 4.11 -0.36
C 1.04 4.45 -1.72
C 1.71 3.07 -2.21
C 2.05 3.11 -3.77
C 2.36 1.58 -4.23
C 1.20 1.18 -5.25
C 1.13 -0.41 -5.57
N 0.10 -1.00 -4.69
N -0.08 -0.57 -3.39
C -1.15 -1.25 -2.74
P -1.85 -1.05 -0.98
N -3.33 -0.39 -1.05
N -1.74 -2.21 -3.64
C -0.89 -2.01 -4.80
N -1.11 -2.78 -5.87
C -0.38 -2.81 -7.15
O -0.85 -3.81 -8.07
C -1.08 -3.28 -9.35
F 0.04 -2.61 -9.88
F -1.30 -4.38 -10.19
F -2.25 -2.49 -9.42
H -1.07 -3.49 6.21
H -0.51 -5.00 7.13
H 0.54 -3.41 7.10
H -2.10 -4.06 8.71
H -0.56 -3.24 9.28
H -2.68 -2.06 7.15
H -2.76 -1.63 8.97
H -0.64 -0.20 8.72
H -0.17 -1.05 7.13
H -2.35 -0.23 6.00
H -2.74 0.83 7.48
H 0.16 1.21 6.42
H -1.15 2.47 6.85
H -1.03 0.66 4.20
H -2.43 1.88 4.63
H 0.60 2.87 4.58
H -0.96 3.89 4.42
H -1.31 2.92 2.04
H 0.31 1.98 2.19
H 1.22 4.53 3.07
H -0.23 5.07 1.99
H 2.13 4.73 0.63
H 1.79 2.93 0.87
H -0.29 3.10 -0.50
H -0.56 4.90 -0.14
H 0.32 4.85 -2.51
H 1.91 5.18 -1.54
H 2.67 2.82 -1.63
H 0.92 2.24 -2.07
H 1.09 3.45 -4.30
H 2.88 3.83 -4.06
H 2.43 0.91 -3.31
H 3.36 1.63 -4.78
H 1.43 1.71 -6.25
H 0.17 1.52 -4.89
H 2.14 -0.88 -5.27
H 0.93 -0.49 -6.68
H 0.44 0.14 -2.86
H -1.02 -0.21 -0.15
H -2.00 -2.33 -0.37
H -3.33 0.50 -0.51
H -1.90 -3.45 -5.79
H -0.48 -1.77 -7.64
H 0.74 -2.92 -6.92
C -5.94 -4.11 -0.11
O -6.80 -4.72 0.50
N -4.90 -4.68 -0.78
C -3.91 -3.89 -1.48
C -4.78 -6.13 -0.80
H -5.94 -3.01 -0.16
H -3.92 -4.17 -2.54
H -2.92 -4.10 -1.05
H -4.12 -2.83 -1.38
H -5.68 -6.56 -1.24
H -4.69 -6.49 0.23
H -3.90 -6.44 -1.37
C 4.92 1.68 -0.05
O 3.98 1.87 0.71
N 6.18 2.16 0.12
C 7.24 1.89 -0.82
C 6.47 2.97 1.29
H 4.81 1.07 -0.96
H 8.05 1.36 -0.30
H 7.62 2.83 -1.22
H 6.89 1.27 -1.64
H 6.25 2.39 2.19
H 5.82 3.85 1.28
H 7.51 3.28 1.29
*
```

***

Entry 7:
Formula: C4H8F2N2O
Source: the Open Molecules 2025 dataset
Level of theory: ωB97M-V with the def2-TZVPD basis set

As for the SMILES: NCCNC(=O)C(F)F. The molar mass comes out at 138.1 g/mol. The energy relative to the best compared isomer or geometry (same formula, charge and spin) comes out at 1.001 eV. The LUMO energy comes out at 0.81 eV. The calculation puts the HOMO energy at -9.871 eV. For the HOMO-LUMO gap, the calculation gives 10.679 eV.

The geometry in ORCA input format:
```
! RIJCOSX wB97M-V def2-TZVPD def2/J DEFGRID3
* xyz 0 1
N -2.97 0.01 0.09
C -1.61 -0.12 -0.38
C -0.74 -0.27 0.81
N 0.68 -0.52 0.51
C 1.41 0.44 -0.05
O 1.05 1.61 -0.17
C 2.81 0.09 -0.27
F 3.68 0.59 0.62
F 2.98 -1.27 -0.36
H -3.59 -0.02 -0.86
H -3.09 1.03 0.36
H -1.48 -0.92 -1.14
H -1.27 0.70 -1.10
H -0.79 0.55 1.32
H -0.96 -1.11 1.50
H 0.88 -1.42 0.49
H 3.03 0.63 -1.37
*
```

***

> The highest molar mass belongs to which entry?

C41H110F6NO20S2

***

> Which of these has the highest molar mass?

C41H110F6NO20S2

***

> Among the records above, which one has the highest molar mass?

C41H110F6NO20S2

***

Repeat the seventh record exactly.
Formula: C4H8F2N2O
Source: the Open Molecules 2025 dataset
Level of theory: ωB97M-V with the def2-TZVPD basis set

As for the SMILES: NCCNC(=O)C(F)F. The molar mass comes out at 138.1 g/mol. The energy relative to the best compared isomer or geometry (same formula, charge and spin) comes out at 1.001 eV. The LUMO energy comes out at 0.81 eV. The calculation puts the HOMO energy at -9.871 eV. For the HOMO-LUMO gap, the calculation gives 10.679 eV.

The geometry in ORCA input format:
```
! RIJCOSX wB97M-V def2-TZVPD def2/J DEFGRID3
* xyz 0 1
N -2.97 0.01 0.09
C -1.61 -0.12 -0.38
C -0.74 -0.27 0.81
N 0.68 -0.52 0.51
C 1.41 0.44 -0.05
O 1.05 1.61 -0.17
C 2.81 0.09 -0.27
F 3.68 0.59 0.62
F 2.98 -1.27 -0.36
H -3.59 -0.02 -0.86
H -3.09 1.03 0.36
H -1.48 -0.92 -1.14
H -1.27 0.70 -1.10
H -0.79 0.55 1.32
H -0.96 -1.11 1.50
H 0.88 -1.42 0.49
H 3.03 0.63 -1.37
*
```